12
Properties=species:S:1:pos:R:3:nbo_charge:R:1 method="wB97M-V/def2-TZVPD" e_tot_ev=-18600.7377 e_above_lowest_kj_mol=114.0 e_lumo_ev=-1.22
C 0.933 -0.092 -1.215 -0.38
C 0.300 0.340 -0.095 0.08
C 0.779 1.559 0.552 -0.28
S 0.082 2.397 1.757 0.06
N -0.692 -0.310 0.627 -0.64
C -1.275 -1.508 0.256 0.55
O -2.411 -1.842 0.498 -0.56
H 1.795 0.397 -1.595 0.21
H 0.706 -1.044 -1.644 0.20
H 1.679 1.963 0.080 0.21
H -1.255 0.283 1.228 0.42
H -0.642 -2.142 -0.449 0.11